(1)
ORCA calculation (ωB97M-V with the def2-TZVPD basis set) on a cluster of 20 separate species, C20H40Cl40 in total.

**Relative energy (zero: lowest compared OMol25 entry of this formula, charge and spin)**: 0.0 kJ/mol
**E_LUMO**: 0.157 eV
**Frontier orbital gap**: 10.72 eV

Structure (XYZ):
```
100
C20H40Cl40 | OMol25 | ωB97M-V with the def2-TZVPD basis set
C -15.78926 -21.29323 7.73052
Cl -15.44918 -20.29616 6.28682
Cl -14.43864 -22.36797 8.11545
H -15.89193 -20.53787 8.51265
H -16.60807 -21.96129 7.46233
C -17.31219 -22.55180 2.16987
Cl -16.88987 -23.81790 0.98021
Cl -16.02077 -21.37924 2.42702
H -18.18800 -22.01224 1.73194
H -17.53264 -22.96082 3.13254
C -21.89381 -20.52850 4.69719
Cl -23.58168 -20.30264 4.26041
Cl -21.33229 -22.19470 4.48911
H -21.38745 -19.79645 3.98978
H -21.63710 -20.30032 5.71649
C -18.44206 -12.81631 9.25406
Cl -18.33308 -11.64554 7.94977
Cl -19.98177 -12.90251 10.02269
H -18.25742 -13.81650 8.76724
H -17.63814 -12.68064 9.96549
C -19.75165 -20.38028 8.36463
Cl -19.00891 -20.51238 6.73650
Cl -18.96559 -21.33400 9.63259
H -19.57198 -19.36099 8.57445
H -20.79357 -20.69986 8.32527
C -11.90414 -21.21392 5.51619
Cl -12.87319 -21.79821 4.13787
Cl -10.54976 -22.23575 5.95753
H -11.55710 -20.22714 5.24235
H -12.58275 -21.20165 6.37423
C -13.63780 -14.34552 1.54393
Cl -13.43046 -12.81170 2.42497
Cl -15.19326 -15.02389 1.66574
H -13.38119 -14.27131 0.53209
H -12.81880 -14.88647 2.03620
C -21.82113 -16.85627 1.84863
Cl -22.93409 -16.31698 3.04523
Cl -22.19012 -16.56630 0.19494
H -20.80450 -16.50476 2.12698
H -21.84592 -17.94401 1.94700
C -17.60770 -11.92743 2.75834
Cl -18.45173 -10.77570 3.81685
Cl -17.83422 -11.40625 1.05526
H -16.59374 -12.07789 3.10391
H -18.08397 -12.91536 2.94791
C -15.22588 -19.12487 -1.45228
Cl -16.13079 -20.51944 -0.94580
Cl -14.68469 -18.18225 -0.01946
H -14.28249 -19.47805 -1.87807
H -15.79688 -18.43631 -2.07146
C -18.20808 -15.94058 -0.73454
Cl -16.85386 -15.59269 -1.80126
Cl -18.37717 -17.69609 -0.58329
H -17.93665 -15.53986 0.24176
H -19.15080 -15.62533 -1.05718
C -13.86481 -17.86000 8.13691
Cl -12.78222 -19.11506 8.59008
Cl -15.09562 -17.51636 9.37812
H -13.25327 -16.95457 7.94156
H -14.41219 -18.16846 7.24097
C -15.88908 -14.24994 5.90329
Cl -14.36546 -13.38456 6.22382
Cl -16.15830 -15.58216 7.01749
H -16.78300 -13.61965 5.94195
H -15.71472 -14.66509 4.87400
C -21.86908 -22.39999 1.03177
Cl -20.57798 -23.64552 1.17240
Cl -21.07081 -20.84457 0.68210
H -22.57507 -22.71772 0.27185
H -22.37564 -22.35002 1.99315
C -13.35866 -22.60367 0.11993
Cl -12.93082 -20.91644 0.43002
Cl -12.63237 -23.73175 1.22723
H -14.43523 -22.72655 0.14552
H -13.00265 -22.82048 -0.89015
C -15.50441 -24.28290 5.16228
Cl -17.12839 -23.91859 5.70374
Cl -14.78047 -25.57113 6.15974
H -15.57456 -24.62603 4.11506
H -14.93512 -23.36369 5.16026
C -21.16654 -16.41952 7.83920
Cl -21.70288 -17.53054 6.57200
Cl -19.40750 -16.52160 8.11869
H -21.45243 -15.39073 7.53020
H -21.76215 -16.67076 8.73433
C -20.89290 -13.64473 3.80070
Cl -20.31972 -13.60328 2.13257
Cl -20.01057 -14.57385 4.99320
H -20.92297 -12.62340 4.16815
H -21.85215 -14.09055 3.70902
C -17.58726 -18.29968 2.70419
Cl -19.00574 -19.20392 3.23274
Cl -17.84533 -16.52605 2.87714
H -16.79024 -18.53809 3.40546
H -17.40423 -18.66386 1.71329
C -11.61056 -18.13813 2.56197
Cl -12.85130 -17.53907 3.59313
Cl -10.16630 -18.42211 3.37938
H -12.01243 -19.09484 2.17954
H -11.42374 -17.50572 1.67315
```

***

(2)
ORCA calculation (ωB97M-V with the def2-TZVPD basis set) on a structure of composition C20H40FeP2Si.

**Relative energy (zero: lowest compared OMol25 entry of this formula, charge and spin)**: 0.0 kJ/mol
**Spin multiplicity**: 5
**⟨S²⟩**: 6.035
**E_LUMO (alpha / beta)**: 0.746 / 0.103 eV
**Frontier orbital gap (alpha / beta)**: 4.41 / 7.78 eV

Structure (XYZ):
```
64
C20H40FeP2Si | OMol25 | ωB97M-V with the def2-TZVPD basis set
P 3.24830 0.54883 0.98705
P 1.29127 -0.05668 -1.23571
C 3.68808 1.19854 -0.72975
C 2.36949 1.50116 -1.42529
H 4.30684 0.47972 -1.30659
H 4.26132 2.12698 -0.55982
H 1.74434 2.29027 -0.95402
H 2.44215 1.76605 -2.48765
C 2.14550 -1.65350 -1.65644
H 1.49201 -2.16997 -2.36736
H 2.22039 -2.24048 -0.73032
H 3.13229 -1.46874 -2.10079
C 0.52734 0.19431 -2.82968
H 1.26742 0.25097 -3.62801
H -0.07001 1.11133 -2.86348
H -0.11984 -0.64936 -3.03150
C 4.83656 -0.12386 1.54789
H 4.68770 -1.19097 1.75540
H 5.16235 0.40257 2.44949
H 5.56305 -0.04407 0.73255
C 3.10966 2.23150 1.75867
H 2.28653 2.75738 1.25552
H 4.04491 2.78652 1.59785
H 2.88494 2.14016 2.82779
Fe 1.47044 -0.35543 0.74545
C -2.69705 -0.36331 -3.68619
C -2.24957 -0.98614 -2.57524
C -2.35144 -0.55302 -1.15107
C -2.97513 0.83343 -0.91691
C -2.32452 2.09750 -1.43013
C -2.02479 2.53659 -2.66289
C -2.60271 2.11812 -3.98479
C -3.50382 0.89387 -3.84284
C 1.93962 0.00733 4.06903
H -2.42611 -0.78769 -4.65835
H -1.84537 -1.99448 -2.73109
H -1.35796 -0.62447 -0.67320
H -2.97425 -1.29303 -0.62142
H -4.02673 0.77957 -1.20598
H -2.98850 0.95704 0.18308
H -2.07370 2.77368 -0.58707
H -1.28595 3.35251 -2.76453
H -1.79703 1.93085 -4.71371
H -3.18784 2.93665 -4.42421
H -4.25271 1.01686 -3.05522
H -4.07318 0.77782 -4.77082
H 1.97179 1.09738 4.18200
H 2.96929 -0.36131 4.14723
H 1.41456 -0.37249 4.96895
C -1.47544 -3.42543 1.94326
Si -1.30059 -1.80748 2.85719
C -2.73855 -0.66756 2.53659
C -1.38161 -2.14278 4.71445
C 0.27163 -0.95319 2.24068
C 1.27627 -0.39647 2.83280
H -1.76874 -4.20267 2.66801
H -0.52338 -3.70635 1.46483
H -2.25996 -3.32009 1.17743
H -3.44745 -0.75806 3.37884
H -2.40014 0.37770 2.46820
H -3.24909 -0.94607 1.60111
H -1.23584 -3.22147 4.90667
H -0.64133 -1.57558 5.30489
H -2.39569 -1.86093 5.05916
```

***

(3)
ORCA calculation (ωB97M-V with the def2-TZVPD basis set) on a structure of composition C20H40NOP3SY.

**Relative energy (zero: lowest compared OMol25 entry of this formula, charge and spin)**: 375.8 kJ/mol
**E_LUMO (alpha / beta)**: -11.706 / -11.962 eV
**Charge**: +3
**Frontier orbital gap (alpha / beta)**: 2.34 / 1.84 eV

Structure (XYZ):
```
67
C20H40NOP3SY | OMol25 | ωB97M-V with the def2-TZVPD basis set
Y -1.27908 0.25751 1.02677
P -2.19982 -1.57006 2.55523
P 1.16578 0.27383 1.61176
P -0.65261 -1.63019 -0.78123
H -1.93732 2.33790 -0.64146
C -1.97168 1.27289 -0.81842
C -3.08058 0.50801 -0.25297
H -3.82901 1.01599 0.33617
C -3.11720 -0.91704 3.88769
C -1.09661 -2.71926 3.29992
C -3.39802 -2.55985 1.67669
C 2.10748 1.35701 0.58060
C 1.45569 0.84995 3.25283
C 2.08371 -1.24224 1.59453
C -1.96609 -1.94615 -1.91711
C -0.17203 -3.22403 -0.22553
C 0.66356 -1.04320 -1.81615
H -1.53598 0.95908 -1.74618
H -3.43389 -0.36903 -0.76388
H -3.87782 -0.18552 3.58066
H -2.46660 -0.43689 4.63574
H -3.61708 -1.77239 4.35558
H -0.38768 -2.21009 3.96929
H -0.51688 -3.30474 2.57501
H -1.71704 -3.40359 3.89564
H -4.20665 -1.93623 1.26779
H -3.81669 -3.25221 2.42139
H -2.97028 -3.13993 0.85166
H 3.13609 1.35206 0.97558
H 1.72352 2.38758 0.59759
H 2.12621 1.03025 -0.46748
H 2.54664 0.83605 3.37631
H 1.00381 0.18956 4.00812
H 1.09161 1.86951 3.43224
H 3.08636 -0.96710 1.95187
H 2.18026 -1.68874 0.60285
H 1.65924 -1.99322 2.27580
H -1.53692 -2.65765 -2.62837
H -2.30112 -1.05306 -2.45688
H -2.84255 -2.40395 -1.43229
H 0.13545 -3.75963 -1.13262
H -1.00808 -3.75987 0.23543
H 0.66402 -3.21499 0.48487
H 0.75101 -1.78172 -2.62711
H 1.62324 -0.97824 -1.29281
H 0.44261 -0.05570 -2.25039
C 4.36788 1.12219 -4.12446
C 4.91344 2.18441 -4.91352
C 4.16546 2.70960 -5.95313
C 2.88665 2.21902 -6.24441
C 2.35482 1.18142 -5.47323
C 3.08583 0.63386 -4.41930
O 5.03103 0.56076 -3.09542
H 5.91334 1.00035 -3.00419
H 5.90087 2.55321 -4.67792
H 4.58709 3.51989 -6.55144
H 2.30793 2.64501 -7.07004
H 1.36358 0.79219 -5.68951
H 2.68918 -0.17447 -3.80981
S -1.60460 4.33924 3.35294
C -3.14071 3.46848 3.45270
C -3.04755 2.30829 2.81911
N -1.76209 1.99431 2.26440
C -0.93042 3.03690 2.44335
H -4.00472 3.88325 3.92735
H -3.86202 1.60713 2.67327
H 0.07401 3.09431 2.02850
```

***

(4)
ORCA calculation (ωB97M-V with the def2-TZVPD basis set) on a structure of composition C20H40O3SSiSn.

**Relative energy (zero: lowest compared OMol25 entry of this formula, charge and spin)**: 115.9 kJ/mol
**E_LUMO (alpha / beta)**: 0.505 / 0.504 eV
**Frontier orbital gap (alpha / beta)**: 5.47 / 5.47 eV

Structure (XYZ):
```
66
C20H40O3SSiSn | OMol25 | ωB97M-V with the def2-TZVPD basis set
C -1.41416 -1.19099 -4.29594
C 1.48059 -0.25966 -4.79112
C -1.72408 0.12027 -4.45726
H -1.96748 -1.78965 -3.56297
C 1.17478 1.01341 -4.49822
H 2.37309 -0.71211 -4.34542
H -2.47086 0.59507 -3.80715
H 1.84776 1.58553 -3.84492
C -1.20750 1.03284 -5.53117
H -1.98910 1.79691 -5.69431
H -1.07417 0.53468 -6.50107
C -0.39591 -1.96436 -5.07189
H -0.87209 -2.59327 -5.84392
H 0.06236 -2.66373 -4.35980
C 0.75842 -1.17201 -5.72647
H 0.43234 -0.69175 -6.66441
H 1.50474 -1.93693 -6.01939
C 0.06224 1.81224 -5.12540
H 0.43822 2.32278 -6.02837
H -0.24032 2.61088 -4.42575
Sn -0.20213 0.33976 -2.04455
H -2.00914 0.37954 -0.97292
C 3.22721 0.43450 -0.26726
C 2.38253 -0.15550 0.84570
C 2.41427 -1.67444 0.65467
C 2.91058 0.34584 2.18512
O 1.01196 0.40653 0.65746
Si -0.28080 -0.19490 1.49781
S -1.70736 -0.71477 -0.07269
O 0.14605 -1.46412 2.44084
C -0.39570 -2.03565 3.74844
C -1.69423 -2.75298 3.38599
C 0.65650 -3.02767 4.24707
C -0.62182 -0.85901 4.70165
O -0.89641 0.93255 2.54683
C -1.56429 2.24503 2.41999
C -2.89890 2.03827 1.71134
C -1.82543 2.71733 3.84836
C -0.61759 3.18746 1.66571
H 4.25250 0.04080 -0.13817
H 3.27439 1.52328 -0.17082
H 2.83882 0.16658 -1.26356
H 3.47066 -1.99596 0.60962
H 1.98331 -2.20296 1.50453
H 1.91414 -1.95886 -0.28724
H 2.83721 1.45297 2.22691
H 2.40673 -0.14044 3.03595
H 3.97266 0.07413 2.25397
H -1.49588 -3.47920 2.58812
H -2.09394 -3.28432 4.26272
H -2.42927 -2.02468 3.01324
H 1.59935 -2.53466 4.53792
H 0.31960 -3.54683 5.15623
H 0.85154 -3.81705 3.50579
H 0.31256 -0.29100 4.84073
H -1.38312 -0.18631 4.27887
H -0.94728 -1.18276 5.70311
H -3.50609 1.32892 2.28753
H -3.41756 3.00687 1.63280
H -2.75216 1.60939 0.71566
H -0.88515 2.90675 4.38432
H -2.37807 3.66311 3.83336
H -2.41288 1.97926 4.41494
H 0.27606 3.36662 2.27990
H -0.32981 2.76928 0.68337
H -1.09248 4.15919 1.50555
```

***

(5)
ORCA calculation (ωB97M-V with the def2-TZVPD basis set) on a cluster of 6 separate species, C20H40O8 in total.

**Relative energy (zero: lowest compared OMol25 entry of this formula, charge and spin)**: 819.0 kJ/mol
**E_LUMO**: 0.372 eV
**Frontier orbital gap**: 9.81 eV

Structure (XYZ):
```
68
C20H40O8 | OMol25 | ωB97M-V with the def2-TZVPD basis set
C 31.45400 33.42200 24.99000
C 29.99200 32.95300 24.96100
O 29.28000 33.74300 23.87800
C 28.47800 34.71300 24.21400
C 27.80800 35.40500 23.01900
O 28.15000 35.03600 25.35500
H 31.69800 33.07300 25.89500
H 31.41100 34.58900 25.07100
H 32.15800 33.35900 24.14600
H 29.76300 31.72800 24.76900
H 29.55600 33.14700 25.95600
H 26.75100 35.73200 23.06400
H 28.08600 34.94100 21.89800
H 28.14300 36.36300 22.73800
C 31.01200 27.02000 22.77300
C 31.42000 28.14700 23.69100
O 31.92400 29.15100 22.81700
C 32.40300 30.25100 23.25500
C 32.98800 31.15100 22.20800
O 32.48100 30.50700 24.44500
H 30.19600 27.12700 21.98600
H 30.22800 26.37100 23.32300
H 31.54200 26.38800 22.14800
H 30.50700 28.41000 24.09600
H 32.05400 28.02900 24.57500
H 32.42700 31.97400 22.37500
H 32.78900 30.62700 21.24400
H 34.12000 31.28200 22.35100
C 30.63300 23.27000 21.38500
C 31.43800 22.64600 22.56100
C 31.32100 21.10600 22.73400
O 32.37700 23.37400 23.12300
H 30.33100 24.15300 21.81400
H 29.83500 22.89100 21.00700
H 31.50300 23.50500 20.80600
H 31.89000 20.63400 21.93100
H 30.08900 20.90200 22.79400
H 31.83400 20.70800 23.65600
C 35.58500 28.82200 24.96700
C 35.41500 29.01000 26.43400
C 35.19400 30.46800 26.95100
O 35.68500 28.08000 27.28900
H 35.13800 29.51300 24.30800
H 35.27800 27.82800 24.65600
H 36.61500 28.80100 24.75600
H 35.44400 30.70600 28.13200
H 34.27800 30.75800 26.53600
H 35.76000 31.06800 26.32500
C 30.57500 29.15000 17.13000
C 29.40300 28.95100 18.17200
C 29.89400 28.60400 19.65000
O 28.22300 29.19600 17.82500
H 31.11200 28.17500 16.87900
H 31.38100 29.93100 17.58400
H 29.95300 29.53500 16.39600
H 30.33300 29.53200 20.18500
H 30.67900 28.00700 19.75400
H 28.98200 28.45300 20.20400
C 27.61300 31.02600 27.37600
C 28.37700 29.75100 26.84500
C 28.76200 28.69000 27.79000
O 28.58300 29.51900 25.58000
H 27.56400 31.68600 26.55300
H 28.32100 31.61000 27.84600
H 26.56400 31.04200 28.02800
H 29.49100 28.11800 27.10100
H 28.02200 28.03500 28.05300
H 29.30700 29.03900 28.50700
```

***

(6)
ORCA calculation (ωB97M-V with the def2-TZVPD basis set) on a structure of composition C20H40P2PdSi.

**Relative energy (zero: lowest compared OMol25 entry of this formula, charge and spin)**: 0.0 kJ/mol
**Spin multiplicity**: 5
**⟨S²⟩**: 6.018
**E_LUMO (alpha / beta)**: -5.803 / -9.177 eV
**Charge**: +2
**Frontier orbital gap (alpha / beta)**: 5.85 / 5.17 eV

Structure (XYZ):
```
64
C20H40P2PdSi | OMol25 | ωB97M-V with the def2-TZVPD basis set
P 0.02504 1.52681 -3.34378
P -2.58631 -0.51577 -2.89564
C -1.11994 1.09519 -4.76095
C -2.52419 0.61882 -4.36372
H -0.59451 0.32374 -5.34607
H -1.17968 2.00410 -5.37854
H -3.17719 1.47492 -4.12700
H -2.98125 0.06129 -5.19690
C -2.26160 -2.14842 -3.66431
H -2.27330 -2.91298 -2.87509
H -1.27523 -2.15998 -4.14567
H -3.03928 -2.38227 -4.40494
C -4.38172 -0.61670 -2.56242
H -4.91797 -1.06999 -3.40918
H -4.77548 0.39249 -2.37065
H -4.53382 -1.23245 -1.66452
C 1.50554 1.95717 -4.35186
H 2.30426 2.31716 -3.68961
H 1.24795 2.74086 -5.08159
H 1.85821 1.06124 -4.88388
C -0.55466 3.22634 -2.95369
H -1.59412 3.20670 -2.60359
H -0.47403 3.85799 -3.84963
H 0.08076 3.64151 -2.15852
Pd 1.02300 0.19617 1.21838
C -1.04867 -0.75346 1.34744
C -0.22532 -1.57669 0.59082
C -0.09636 -1.63568 -0.90498
C 1.06088 -0.78192 -1.50329
C 1.19418 0.59806 -0.92024
C 0.18853 1.40145 -0.33390
C -1.28069 1.11491 -0.39185
C -1.86614 0.41418 0.87106
C 3.08526 1.72228 2.49396
H -1.22477 -1.06726 2.38453
H 0.22613 -2.42421 1.12442
H -1.04319 -1.36403 -1.39839
H 0.10269 -2.68068 -1.18408
H 2.00500 -1.32251 -1.31411
H 0.97270 -0.73793 -2.60350
H 2.11836 1.12698 -1.17636
H 0.46744 2.44588 -0.15503
H -1.47421 0.47125 -1.27375
H -1.82247 2.05632 -0.57373
H -1.87637 1.15433 1.68780
H -2.91873 0.14140 0.68858
H 2.87849 2.61302 3.10309
H 2.85333 1.95430 1.44663
H 4.15610 1.49206 2.57745
C 1.74336 -0.15688 6.87801
Si 1.97497 -1.25738 5.36659
C 3.57726 -2.23667 5.55113
C 0.55388 -2.48109 5.35659
C 2.04780 -0.21338 3.86764
C 2.24865 0.58165 2.89518
H 2.23067 -0.59113 7.76431
H 0.67740 -0.00593 7.10109
H 2.18826 0.82852 6.68092
H 3.84242 -2.38703 6.60874
H 3.49878 -3.22290 5.07104
H 4.39907 -1.69333 5.06378
H -0.39584 -1.95714 5.18887
H 0.68296 -3.22916 4.56425
H 0.49772 -3.00422 6.32268
```

***

F_max for every record listed, in sequence, given in eV/Å: 3.0; 7.0; 6.9; 1.9; 7.6; 4.9.